DFT (wB97M-V/def2-TZVPD) results for C7H14 in the gas phase.

Structure (XYZ):
```
21
Properties=species:S:1:pos:R:3:forces:R:3
C -0.66120 1.81091 0.88196 -0.108 -0.020 0.045
C -0.29475 1.01772 -0.35735 0.120 0.160 -0.002
C -0.70877 -0.34397 -0.90626 -0.021 -0.052 -0.107
C -1.77311 -1.29505 -0.38971 -0.023 0.054 0.081
C 0.61938 -0.16559 -0.21516 0.113 -0.020 0.039
C 0.73546 -0.78213 1.16681 -0.001 -0.005 0.037
C 1.92716 -0.07108 -0.96571 0.042 -0.056 -0.068
H -1.04925 2.79654 0.61114 -0.124 -0.164 0.049
H 0.26820 1.98276 1.44456 -0.272 0.024 0.007
H -1.37216 1.33335 1.56146 0.024 -0.021 -0.151
H -0.01143 1.68131 -1.17446 0.062 -0.094 0.145
H -0.63994 -0.37082 -1.99373 0.009 0.038 0.138
H -1.37602 -2.31718 -0.33715 -0.060 0.163 0.009
H -2.63117 -1.32046 -1.06950 0.103 0.086 0.113
H -2.15218 -1.03882 0.60395 0.090 0.036 -0.111
H 1.48646 -0.26361 1.77467 -0.054 -0.046 -0.101
H 1.03373 -1.83510 1.09583 0.002 0.136 -0.007
H -0.21016 -0.74812 1.71630 0.181 -0.004 -0.090
H 1.77686 0.37645 -1.95483 0.035 -0.126 0.119
H 2.60262 0.58892 -0.40280 -0.033 -0.130 -0.147
H 2.43028 -1.03602 -1.09000 -0.084 0.042 0.003
```
Positions in Å, forces in eV/Å.

Properties
Orbital gap ... 10.365 eV
Multiplicity ... 1
SMILES ... C[C@@H]1[C@H](C)C1(C)C
Total charge ... 0
HOMO level ... -9.3 eV
Energy relative to the best compared isomer or geometry (same formula, charge and spin) ... 94.00 kJ/mol